# 1
This record from OMol25 describes a cluster of 2 separate species, CH3FS2 in total. The level of theory is ωB97M-V/def2-TZVPD.

## Properties
* gap between HOMO and LUMO (alpha / beta): 4.87 / 4.88 eV
* 2S+1: 1
* HOMO (alpha / beta): -8.38 / -8.40 eV
* LUMO level (alpha / beta): -3.52 / -3.52 eV
* energy relative to the best compared isomer or geometry (same formula, charge and spin): 94.60 kcal per mole

Each line ends with the natural charge from an NBO analysis.
Element x y z (Å)
C1 -0.733 0.398 0.958  -0.80
S1 -0.417 1.060 -0.640  0.19
F1 1.572 -1.772 -1.339  -0.49
H1 -1.419 1.159 1.270  0.25
S2 1.978 -0.697 -2.505  0.37
H2 0.222 0.411 1.438  0.24
H3 -1.203 -0.559 0.817  0.24

***

# 2
This record from OMol25 describes a cluster of 12 separate species, C16H56N16O12 in total. The level of theory is ωB97M-V/def2-TZVPD.

## Properties
* gap between HOMO and LUMO: 8.63 eV
* SMILES: NC(N)=O.NC(N)=O.NC(N)=O.NC(N)=O.NC(N)=O.NC(N)=O.NC(N)=O.NC(N)=O.CCO.CCO.CCO.CCO
* 2S+1: 1
* HOMO: -8.39 eV
* LUMO level: 0.24 eV
* energy relative to the best compared isomer or geometry (same formula, charge and spin): 0.00 kcal per mole

Each line ends with the Mulliken charge.
Element x y z (Å)
H1 2.947 -3.862 2.546  0.21
N1 -3.213 -1.115 -0.967  0.12
H2 3.751 -0.424 3.139  0.18
H3 -0.603 -1.691 -0.837  -0.10
H4 -3.608 0.304 -3.977  0.36
O1 -2.134 -3.053 -1.676  -0.76
H5 3.466 -1.899 -1.396  0.14
H6 -0.304 4.914 -1.066  0.11
H7 -2.596 1.168 -2.846  0.05
O2 -1.096 0.823 -0.362  -0.58
C1 -3.396 1.297 -3.579  -0.79
H8 0.070 3.022 -2.517  0.22
H9 3.069 4.435 1.902  0.24
H10 0.005 0.461 4.678  0.50
C2 0.346 -5.052 0.312  0.59
H11 2.412 -3.552 0.929  0.14
H12 0.227 1.578 3.331  -0.07
O3 1.180 -4.299 -0.198  -0.77
O4 2.977 -1.170 0.849  -0.41
O5 -5.502 2.426 -3.832  -0.55
C3 -4.010 1.467 1.621  -0.79
C4 -3.148 -2.369 -1.467  0.54
H13 -4.096 -0.670 -0.846  0.12
H14 4.472 -1.749 -3.445  0.16
O6 -2.794 3.517 1.997  -0.66
H15 3.436 -2.013 3.792  0.21
N2 5.015 3.247 2.026  -0.49
O7 4.231 1.329 2.947  -0.76
H16 -5.990 3.180 -3.493  0.32
H17 1.580 0.805 3.910  -0.12
H18 1.553 3.183 4.976  0.24
C5 -2.929 2.158 2.395  0.32
H19 -2.304 -0.711 -0.749  -0.26
N3 3.043 -2.755 -1.713  0.05
H20 -0.052 5.010 3.344  0.21
C6 4.498 2.011 1.951  0.62
N4 -0.026 4.538 2.464  -0.23
N5 0.663 -5.872 1.361  -0.45
H21 1.235 1.928 6.163  0.35
H22 -1.055 2.358 5.500  0.30
C7 3.229 -1.931 1.824  0.51
H23 5.424 3.582 1.173  0.19
O8 1.161 3.550 0.756  -0.87
H24 -5.201 -2.430 -1.399  0.14
H25 -3.947 1.706 0.557  -0.15
N6 2.865 -3.212 1.788  -0.24
C8 -4.509 2.060 -2.891  0.12
H26 -4.008 0.390 1.783  0.35
N7 0.366 -6.011 -4.717  -0.34
H27 -3.060 1.846 -4.461  0.36
H28 4.670 2.046 -0.059  0.21
H29 -1.617 -5.767 0.352  0.19
H30 -4.198 2.932 -2.305  0.09
O9 2.766 -4.393 -3.253  -0.78
H31 -4.452 -3.921 -1.830  0.25
H32 -1.445 3.239 -3.345  0.04
H33 -0.854 4.044 2.141  0.13
N8 2.228 4.792 2.326  -0.43
H34 -1.815 5.334 -1.858  0.40
N9 4.187 1.575 0.679  -0.14
H35 2.449 -3.155 -0.994  0.04
C9 -0.682 3.773 -2.778  -0.88
H36 4.162 -3.003 -4.666  0.25
C10 -0.045 0.190 -0.148  0.74
H37 1.061 -1.470 -0.333  0.02
H38 -1.349 -4.409 -0.654  0.25
H39 -2.662 3.606 1.032  0.48
N10 4.031 -2.589 -3.763  -0.40
O10 -0.404 3.066 5.448  -0.53
O11 -1.834 3.661 -0.591  -0.25
H40 5.319 3.557 2.933  0.24
H41 -4.920 1.434 -2.080  0.10
C11 0.652 1.247 4.285  -0.33
H42 -1.969 1.651 2.254  -0.25
H43 0.798 -4.293 -2.972  0.06
H44 1.772 0.129 0.730  0.23
H45 0.052 -6.747 -5.320  0.21
H46 -3.141 2.169 3.465  0.33
H47 2.157 5.544 2.979  0.19
C12 3.218 -3.285 -2.926  0.51
N11 -4.378 -2.934 -1.664  -0.46
C13 0.847 2.402 5.252  -0.29
N12 -0.970 -5.084 0.013  -0.30
H48 1.326 -5.970 -4.419  0.20
C14 -0.572 -5.164 -4.243  0.60
H49 3.785 0.646 0.678  0.04
N13 0.162 -1.092 -0.570  0.13
H50 1.046 1.758 0.674  -0.19
H51 -0.034 -6.394 1.850  0.15
C15 -1.202 4.492 -1.535  -0.25
H52 -0.792 -3.523 -3.135  0.09
C16 1.095 4.289 1.742  0.67
N14 1.035 0.769 0.422  0.11
N15 3.647 -1.427 3.003  -0.34
H53 -1.369 2.814 -0.537  0.06
H54 -4.985 1.877 1.902  0.39
H55 1.622 -5.877 1.655  0.20
N16 -0.149 -4.277 -3.327  -0.01
H56 -0.141 4.459 -3.433  0.42
O12 -1.745 -5.172 -4.658  -0.75

***

# 3
This record from OMol25 describes a cluster of 5 separate species, C17H28FO4 in total. The level of theory is ωB97M-V/def2-TZVPD.

## Properties
* charge: -1
* gap between HOMO and LUMO: 5.41 eV
* 2S+1: 1
* HOMO: -2.69 eV
* LUMO level: 2.71 eV
* energy relative to the best compared isomer or geometry (same formula, charge and spin): 0.00 kcal per mole

Each line ends with the natural charge from an NBO analysis.
Element x y z (Å)
H1 -3.355 -2.791 1.181  0.22
H2 -5.810 -0.977 1.738  0.22
H3 -2.458 -2.439 2.673  0.27
H4 1.605 3.964 1.899  0.21
O1 0.304 -0.539 2.667  -0.92
H5 -1.018 2.968 -4.099  0.23
C1 -3.417 -2.331 2.172  -0.73
C2 -1.436 2.437 -3.240  -0.73
H6 1.521 2.403 2.800  0.27
H7 -2.033 2.512 0.659  0.24
H8 -2.923 0.552 -1.839  0.23
H9 -1.148 4.011 0.320  0.21
H10 2.804 -1.145 0.257  0.25
O2 -0.911 2.974 2.986  -0.53
H11 -4.204 -2.818 2.749  0.21
C3 6.224 -2.289 -1.134  -0.30
O3 -2.550 1.092 -4.835  -0.56
C4 5.247 -1.812 -1.980  0.39
C5 4.698 -1.987 0.702  -0.23
C6 -2.357 0.127 -2.672  -0.73
H12 -2.093 3.151 -2.734  0.24
H13 6.741 -2.670 0.892  0.21
C7 3.747 -1.465 -0.170  -0.18
C8 1.204 2.947 1.914  -0.72
H14 -5.119 0.581 1.238  0.23
H15 3.312 -0.932 -2.206  0.23
F1 5.522 -1.746 -3.310  -0.34
H16 -0.400 2.460 -0.131  0.22
H17 -2.973 -0.677 -3.082  0.22
C9 -4.969 -0.494 1.223  -0.72
O4 -3.066 -0.008 2.554  -0.49
C10 5.937 -2.396 0.221  -0.20
C11 -0.315 2.949 1.938  0.62
C12 -1.044 2.953 0.593  -0.72
H18 7.208 -2.543 -1.505  0.22
C13 -2.150 1.193 -3.700  0.60
H19 -1.427 -0.321 -2.330  0.26
H20 0.744 0.295 0.163  0.17
H21 4.453 -2.103 1.750  0.23
C14 -0.073 -0.424 0.297  -0.65
H22 1.175 -1.851 1.309  0.04
H23 -4.980 -0.877 0.201  0.22
H24 -0.624 2.266 -2.530  0.23
H25 -1.064 0.034 0.345  0.19
H26 -0.102 -1.091 -0.586  0.16
C15 4.015 -1.406 -1.531  -0.29
H27 1.591 2.447 1.025  0.21
C16 -3.721 -0.848 2.008  0.58
H28 -0.549 -2.085 1.577  0.04
C17 0.237 -1.251 1.565  0.02

***

# 4
This record from OMol25 describes a cluster of 12 separate species, C36H96O18S6 in total. The level of theory is ωB97M-V/def2-TZVPD.

## Properties
* gap between HOMO and LUMO: 8.80 eV
* 2S+1: 1
* HOMO: -8.33 eV
* LUMO level: 0.47 eV

Each line ends with the Mulliken charge.
Element x y z (Å)
H1 2.733 -1.845 1.491  0.27
H2 -3.647 -1.913 -2.647  0.17
H3 -1.756 1.603 -2.001  0.41
C1 -3.349 -2.887 -3.106  -0.88
H4 5.272 -3.959 0.084  0.18
H5 -7.248 -5.441 -5.094  0.47
H6 -7.903 3.587 0.546  0.27
H7 4.162 2.711 -2.445  -0.56
H8 -0.314 -0.231 6.201  0.41
H9 5.036 5.757 -0.635  0.51
C2 -0.382 -0.439 5.104  -0.56
C3 -4.341 -3.925 -0.912  -1.04
H10 -5.081 0.510 2.311  0.37
H11 -3.511 1.186 1.964  -0.69
H12 4.520 -0.958 6.851  0.39
H13 1.061 0.231 -0.426  -0.15
C4 -0.451 -3.368 2.355  -0.84
C5 3.441 -5.535 1.350  -0.97
S1 3.672 0.194 4.884  0.86
H14 5.744 -5.417 1.121  0.37
H15 6.839 4.009 1.786  0.29
H16 7.501 -0.229 -0.559  0.41
H17 4.023 -6.467 1.558  0.46
C6 4.771 3.108 -3.247  0.05
H18 4.740 4.065 -0.529  -0.27
H19 -4.636 1.862 -0.377  0.15
C7 -4.432 0.859 1.469  0.37
H20 -8.750 -4.843 -3.316  0.42
H21 0.208 1.167 -1.671  0.44
O1 1.809 3.633 -1.029  -0.64
O2 -6.237 2.481 0.986  -0.48
C8 0.776 1.233 -0.784  0.26
C9 1.566 -4.576 -1.510  -0.81
C10 -6.886 -5.493 -4.065  -0.72
H22 3.609 2.733 0.882  0.08
C11 5.199 -0.612 4.155  -0.70
H23 -0.466 4.309 -0.267  0.11
H24 2.398 -4.525 -2.322  0.27
C12 -4.876 2.110 0.660  0.07
H25 -4.752 -2.887 -0.920  0.16
H26 -5.072 -4.573 -1.323  0.43
C13 3.046 1.798 0.599  -0.40
O3 -1.582 -3.536 -1.273  -0.28
H27 -4.400 -6.730 -4.476  0.26
H28 -0.692 3.573 -4.795  0.30
H29 -3.356 3.374 -2.292  0.31
C14 0.050 2.947 -4.236  -0.50
C15 4.715 4.910 -1.210  -0.29
O4 -0.137 5.454 2.043  -0.48
H30 1.737 4.955 2.549  0.27
O5 4.129 -4.386 1.727  -0.13
H31 4.234 3.399 -4.123  0.51
H32 1.469 4.931 0.745  0.00
H33 7.350 2.388 -0.132  0.29
H34 0.376 -1.212 4.869  -0.11
H35 1.464 6.454 1.564  0.38
H36 -4.107 -4.250 0.087  0.53
C16 -8.062 -3.826 -0.995  -0.81
H37 5.556 2.333 -3.480  0.21
C17 -1.573 2.401 -2.690  0.32
O6 -3.831 1.851 -3.620  -0.39
H38 3.740 1.009 0.358  -0.03
H39 -1.405 2.893 0.303  -0.38
H40 0.625 3.511 -3.466  0.11
H41 5.167 -0.370 3.080  -0.25
H42 0.207 1.690 0.051  -0.57
H43 3.661 5.090 -1.386  0.25
C18 1.640 -1.957 1.573  -0.47
C19 5.388 -4.364 1.112  -0.75
H44 -3.555 6.442 0.164  0.24
H45 -0.858 -3.915 3.137  0.68
H46 2.592 -5.529 1.980  0.30
H47 -1.097 3.077 4.895  0.35
H48 4.626 -1.042 -0.989  0.12
O7 6.056 2.132 1.397  0.22
H49 -1.390 -0.694 4.813  0.39
H50 3.137 -1.848 5.978  0.27
H51 0.050 3.422 2.135  -0.10
H52 -2.244 6.168 -0.972  0.29
C20 -1.406 2.080 4.612  -0.59
H53 2.391 1.697 1.435  0.40
C21 -0.746 4.142 1.881  0.43
O8 5.718 0.688 -1.186  -0.11
H54 -3.176 -1.269 2.091  0.65
O9 -0.752 1.939 -3.701  -0.30
H55 -8.200 -2.902 -1.497  0.40
C22 -7.703 -4.618 -3.142  -0.61
H56 -7.569 -3.610 -3.552  0.35
H57 -2.004 1.571 5.345  0.53
H58 2.371 -6.478 -0.164  0.46
C23 -2.949 2.902 -3.140  -1.19
H59 -2.891 0.408 -4.684  0.18
C24 3.559 -0.882 6.327  -1.21
H60 -1.892 6.520 0.744  0.33
H61 -4.344 1.083 -5.363  0.31
S2 1.300 -3.269 2.747  0.34
H62 5.106 -1.684 4.365  0.46
H63 -3.012 -1.949 0.530  0.02
H64 6.029 -3.737 1.663  0.23
H65 -2.901 3.748 -3.844  0.43
H66 -2.960 1.988 -5.512  0.34
O10 2.189 -4.448 -0.313  0.08
O11 -0.046 0.745 2.772  -0.49
S3 5.659 4.579 -2.696  0.30
S4 2.254 2.225 -0.942  0.18
O12 -2.484 4.610 0.245  -0.24
H67 -6.898 3.184 -0.866  0.28
H68 -7.402 -3.618 -0.109  0.22
H69 1.216 -1.054 2.007  0.27
O13 -5.545 -5.033 -4.056  -0.17
C25 3.018 -5.610 -0.085  -0.51
O14 3.965 1.599 5.331  -0.70
H70 7.332 2.814 2.950  0.29
H71 -2.518 -2.598 -3.735  0.37
S5 -2.807 -4.078 -1.925  0.17
S6 0.073 1.078 4.253  0.67
H72 0.915 -3.746 -1.723  0.17
H73 0.872 2.517 -4.898  0.23
H74 4.498 -0.054 -2.543  0.12
H75 6.135 -0.262 0.661  0.08
H76 -1.110 3.270 -2.180  0.17
H77 -2.106 -0.422 0.953  0.34
H78 3.795 -5.645 -0.867  0.38
H79 -4.254 2.924 0.985  0.16
C26 6.609 0.310 -0.139  -0.34
C27 -6.872 3.483 0.169  -0.64
H80 -1.983 2.033 3.658  -0.34
H81 -0.900 -2.348 2.334  -0.15
H82 6.009 -0.097 4.699  0.44
H83 1.341 -2.318 0.572  0.13
H84 -3.938 -5.247 -5.328  0.27
O15 1.505 -2.609 4.072  -0.76
C28 -3.433 1.330 -4.835  -0.72
O16 -7.382 -4.773 -1.798  -0.29
H85 7.966 1.410 1.209  0.61
H86 6.009 -1.017 -2.223  0.42
O17 -4.195 -0.300 0.653  -0.40
O18 7.050 4.094 -2.219  -0.64
C29 -3.044 -1.028 1.091  -0.75
C30 -2.552 6.034 0.061  -0.92
H87 2.899 -0.298 6.900  0.43
H88 -6.419 4.519 0.354  0.21
C31 -4.771 -5.776 -4.910  -0.89
H89 5.522 3.357 2.930  0.21
H90 -1.623 4.020 2.620  0.10
H91 -4.181 -3.294 -3.690  0.43
C32 -1.244 3.989 0.465  0.48
H92 -5.418 -6.067 -5.719  0.41
C33 1.235 5.415 1.694  -0.37
H93 1.010 -5.514 -1.656  0.31
H94 -0.468 -3.906 1.414  0.32
H95 -6.939 -6.519 -3.698  0.37
C34 6.466 3.145 2.336  -0.87
C35 5.151 -0.536 -1.803  -0.59
H96 -8.980 -4.209 -0.589  0.30
C36 7.136 1.606 0.612  -0.95

***

Largest force on an atom in hartree/bohr, matching the order above: 0.0460, 0.0474, 0.0194, 0.0718